Record 1
ORCA calculation (the ωB97M-V functional and the def2-TZVPD basis) on the molecule C3H5F4NO3S2.

- Structure (SMILES): C=[S@@](=O)(NS(=O)(=O)C(F)F)C(F)F
- Kohn-Sham gap: 0.37347 Ha
- LUMO: 0.3 eV
- Largest force on an atom: 0.0702 Eh/bohr

```
18
Properties=species:S:1:pos:R:3:nbo_charge:R:1
C 2.4088 0.9165 0.2390 -1.0464
S 1.0734 0.0978 0.4704 1.9324
O 0.3387 0.3911 1.6376 -0.9280
N -0.1731 0.0271 -0.7603 -1.1662
S -1.8196 -0.2949 -0.5945 2.2264
O -1.9956 -1.3762 0.3288 -0.8815
O -2.4407 -0.4942 -1.8664 -0.9050
C -2.3923 1.3021 0.0467 0.3232
F -2.9899 0.9453 1.1949 -0.2919
F -1.4647 2.2570 0.3072 -0.3134
C 1.5597 -1.6864 0.5458 0.3679
F 2.0757 -1.7765 -0.7922 -0.3793
F 0.6377 -2.6032 0.6541 -0.2761
H 2.3239 2.0011 0.4469 0.2746
H 3.1084 0.6730 -0.6832 0.2714
H 0.3712 -0.2275 -1.6130 0.4385
H -2.9050 1.7186 -0.8396 0.1815
H 2.2833 -1.8704 1.2779 0.1718
```

Record 2
ORCA calculation (the ωB97M-V functional and the def2-TZVPD basis) on the molecule C3H5FN2.

- Structure (SMILES): C/C=C/N=N\F
- Kohn-Sham gap: 0.34649 Ha
- LUMO: -0.3 eV
- Largest force on an atom: 0.1375 Eh/bohr

```
11
Properties=species:S:1:pos:R:3:nbo_charge:R:1
C -0.0020 1.5985 -0.6526 -0.6596
C -0.2013 0.2749 -0.0335 -0.0683
C 0.7786 -0.5785 0.2680 -0.1390
N 0.6116 -1.7198 0.9119 -0.1779
N -0.3084 -2.5296 1.1646 0.2498
F -1.5688 -2.2510 0.5241 -0.3338
H -0.8162 1.6724 -1.4274 0.2319
H -0.0903 2.0948 0.2725 0.2421
H 0.9600 1.8471 -1.0461 0.2220
H -1.2055 -0.0294 -0.0427 0.2243
H 1.8423 -0.3794 0.0613 0.2087
```

Record 3
ORCA calculation (the ωB97M-V functional and the def2-TZVPD basis) on the molecule C3H5FN4.

- Kohn-Sham gap (spin up / spin down): 0.29013 / 0.29026 Ha
- LUMO (spin up / spin down): -0.2 / -0.2 eV
- Largest force on an atom: 0.0917 Eh/bohr

```
13
Properties=species:S:1:pos:R:3:nbo_charge:R:1
C -2.9892 -0.1056 0.4539 0.4482
C -0.0375 -0.8682 0.3342 0.1655
C 1.4357 1.1359 -0.0900 -0.4447
N -2.1143 0.6821 0.0593 -0.1987
N -0.9959 1.2121 0.2007 0.0132
N 0.1117 0.4507 0.0954 -0.2933
N 0.9856 -1.7293 0.0632 -0.7974
F -3.9039 -0.5161 -0.4001 -0.3163
H 1.7767 0.9474 0.9261 0.2249
H 1.9713 0.6833 -0.9971 0.2116
H 1.1043 2.1164 -0.1859 0.2332
H 0.8581 -2.6959 -0.0247 0.4033
H 1.7974 -1.3129 -0.4350 0.3504
```

Record 4
ORCA calculation (the ωB97M-V functional and the def2-TZVPD basis) on a cluster of 2 separate species, C3H5FO in total.

- Kohn-Sham gap: 0.40195 Ha
- LUMO: 0.8 eV
- Largest force on an atom: 0.1009 Eh/bohr

```
10
Properties=species:S:1:pos:R:3:nbo_charge:R:1
C -0.0809 -0.3322 -0.8841 -0.4934
C 0.8889 0.2225 0.2202 -0.4827
C -0.1742 -0.8148 0.5464 0.6596
O -1.6353 0.0164 1.5653 -0.8282
F -0.1119 -1.9749 1.1887 -0.2861
H -1.0308 0.0878 -1.3155 0.2680
H 0.1315 -1.1480 -1.5506 0.2364
H 1.9457 -0.0408 0.2518 0.2379
H 0.8124 1.2729 0.4936 0.2478
H -1.0712 0.5171 2.1688 0.4406
```

Record 5
ORCA calculation (the ωB97M-V functional and the def2-TZVPD basis) on the molecule C3H5FO2.

- Structure (SMILES): O[C@@H]1C(F)[C@H]1O
- Kohn-Sham gap: 0.37211 Ha
- LUMO: 0.8 eV
- Largest force on an atom: 0.0917 Eh/bohr

```
11
Properties=species:S:1:pos:R:3:nbo_charge:R:1
O 1.4619 -0.6630 0.9532 -0.6599
C 0.5484 0.2444 0.6707 0.0444
C -0.7985 -0.2858 0.2893 0.1317
F -0.8361 -1.6394 -0.0186 -0.3450
C 0.0122 0.5592 -0.6884 0.0222
O -0.4396 1.7883 -1.1106 -0.6939
H 2.2102 -0.1613 1.2828 0.4775
H 0.4532 1.0679 1.4332 0.1723
H -1.7287 0.1011 0.6718 0.1824
H 0.4837 -0.0457 -1.5363 0.1870
H -0.6445 1.6832 -2.0536 0.4812
```

Record 6
ORCA calculation (the ωB97M-V functional and the def2-TZVPD basis) on a cluster of 2 separate species, C3H5FO2 in total.

- Structure (SMILES): C=C(O)F.C=O
- Kohn-Sham gap: 0.36435 Ha
- LUMO: 0.5 eV
- Largest force on an atom: 0.0625 Eh/bohr

```
11
Properties=species:S:1:pos:R:3:nbo_charge:R:1
C 2.1199 0.6684 -1.2774 -0.6164
C 0.9968 0.4848 -0.6288 0.6950
O 0.2049 1.3239 0.0424 -0.6829
F 0.3628 -0.7885 -0.6611 -0.3813
H 2.7556 1.4631 -1.2504 0.2247
H 2.7713 -0.0541 -1.7828 0.2336
H -0.4997 0.9304 0.5401 0.5205
C -2.1681 -1.0484 1.3289 0.2823
O -2.0372 0.0547 1.7534 -0.5260
H -3.1629 -1.5180 1.3205 0.1176
H -1.3435 -1.5163 0.6151 0.1329
```